Entry 1:
A structure of composition C35H35NaO3P2S3 in a non-equilibrium geometry, computed with ωB97M-V with the def2-TZVPD basis set.

Each line ends with the Mulliken charge.
Cartesian coordinates (Å):
Na  0.190  1.722  -1.648  0.97
S  1.739  -0.835  -2.301  -0.66
P  0.093  -1.159  -1.232  1.26
C  -0.157  0.053  -0.069  -0.37
P  -1.024  -0.265  1.362  1.30
S  -1.186  1.324  2.531  -0.71
C  -0.158  -1.511  2.420  0.05
C  -0.686  -2.681  2.949  -0.48
C  0.087  -3.482  3.784  -0.63
C  1.386  -3.123  4.102  -0.60
C  1.927  -1.958  3.566  -0.32
C  1.162  -1.166  2.730  -0.38
C  -2.737  -1.008  1.339  -0.69
C  -3.261  -1.574  0.185  0.59
C  -4.576  -2.022  0.134  -0.89
C  -5.387  -1.903  1.250  -0.51
C  -4.873  -1.349  2.417  -0.69
C  -3.562  -0.901  2.460  -0.25
C  -1.155  -1.318  -2.604  -0.06
C  -1.116  -2.367  -3.521  -0.38
C  -1.969  -2.376  -4.613  -0.69
C  -2.858  -1.326  -4.818  -0.50
C  -2.899  -0.274  -3.915  -1.02
C  -2.057  -0.279  -2.812  0.02
C  0.171  -2.907  -0.642  0.21
C  -0.862  -3.839  -0.676  -0.03
C  -0.692  -5.102  -0.121  -0.82
C  0.506  -5.449  0.480  -0.49
C  1.540  -4.522  0.534  -0.68
C  1.370  -3.266  -0.020  -0.50
H  -1.701  -2.975  2.713  0.35
H  -0.333  -4.400  4.184  0.36
H  1.977  -3.746  4.765  0.34
H  2.948  -1.675  3.799  0.38
H  1.556  -0.255  2.291  0.21
H  -2.631  -1.647  -0.684  0.01
H  -4.961  -2.458  -0.782  0.44
H  -6.423  -2.224  1.209  0.34
H  -5.504  -1.254  3.295  0.36
H  -3.160  -0.441  3.354  0.35
H  -0.398  -3.166  -3.383  0.44
H  -1.933  -3.200  -5.318  0.37
H  -3.504  -1.324  -5.689  0.35
H  -3.582  0.553  -4.063  0.42
H  -2.107  0.520  -2.080  0.49
H  -1.803  -3.594  -1.153  0.35
H  -1.507  -5.816  -0.159  0.38
H  0.634  -6.437  0.909  0.34
H  2.475  -4.779  1.018  0.41
H  2.168  -2.533  -0.005  0.31
C  2.123  2.731  3.353  -1.52
C  2.665  2.991  1.973  0.91
C  2.415  4.202  1.334  -0.68
C  2.879  4.452  0.050  1.13
C  2.610  5.763  -0.639  -1.47
C  3.618  3.466  -0.595  -0.53
C  3.897  2.253  0.023  0.92
C  4.689  1.193  -0.697  -1.64
C  3.420  2.032  1.311  -0.58
H  2.650  3.331  4.101  0.44
H  2.223  1.679  3.619  0.20
H  1.061  2.974  3.391  0.24
H  1.810  4.948  1.839  0.23
H  3.533  6.340  -0.753  0.39
H  1.897  6.360  -0.068  0.30
H  2.192  5.585  -1.628  0.23
H  3.957  3.636  -1.613  0.34
H  5.740  1.484  -0.786  0.39
H  4.287  1.035  -1.699  0.30
H  4.636  0.243  -0.168  0.26
H  3.605  1.076  1.790  0.17
C  -1.517  5.392  -2.525  -0.96
S  -0.281  4.127  -2.888  1.16
O  0.748  4.802  -3.663  -0.72
O  -0.981  3.064  -3.598  -0.67
O  0.177  3.677  -1.573  -0.74
H  -1.995  5.684  -3.458  0.34
H  -0.992  6.233  -2.076  0.28
H  -2.235  4.965  -1.828  0.24

Forces on atoms 1 to 2 (eV/Å):
Na 0.317 -1.632 0.003
S 0.609 0.154 -0.422

Summary:
Energy relative to the best compared isomer or geometry (same formula, charge and spin), kJ/mol: 108.2
Net charge: -2
F_max, eV Å⁻¹: 1.974
HOMO-LUMO gap, eV: 5.27

***

Entry 2:
An isolated molecule of C5H8O2 in a non-equilibrium geometry, computed with ωB97M-V with the def2-TZVPD basis set.

Each line ends with the Mulliken charge.
Cartesian coordinates (Å):
C  -1.348  -1.462  0.340  -0.97
C  1.413  0.322  -0.184  0.57
C  -0.869  -0.051  0.359  0.52
C  2.726  0.534  -0.101  -0.82
C  -1.629  1.041  0.331  -0.80
O  0.605  -0.027  0.836  -0.36
O  0.703  0.769  -1.315  -0.51
H  0.160  0.071  -1.711  0.36
H  -2.342  -1.537  -0.110  0.37
H  -1.383  -1.858  1.358  0.27
H  -0.663  -2.094  -0.233  0.26
H  3.282  0.928  -0.942  0.27
H  3.242  0.375  0.838  0.27
H  -1.196  2.035  0.343  0.28
H  -2.701  0.955  0.190  0.28

Forces on atoms 1 to 2 (eV/Å):
C 0.082 -0.125 -0.208
C -0.215 1.640 -1.333

Summary:
SMILES: C=C(C)OC(=C)O
Energy relative to the best compared isomer or geometry (same formula, charge and spin), kJ/mol: 238.5
Net charge: 0
F_max, eV Å⁻¹: 3.283
HOMO-LUMO gap, eV: 9.31

***

Entry 3:
An isolated molecule of C6H12O in a non-equilibrium geometry, computed with ωB97M-V with the def2-TZVPD basis set.

Each line ends with the Mulliken charge.
Cartesian coordinates (Å):
C  -0.902  0.826  1.778  -1.13
C  -0.890  -0.744  1.091  -0.61
C  0.499  -0.783  0.391  0.08
C  0.513  -1.230  -1.067  -0.75
C  0.520  0.102  -1.861  -0.50
C  0.463  1.206  -0.819  -0.41
O  1.258  0.688  0.217  -0.58
H  0.175  1.026  1.821  0.40
H  -1.326  1.804  1.423  0.28
H  -1.339  0.658  2.751  0.35
H  -0.930  -1.380  1.997  0.34
H  -1.706  -1.189  0.454  0.32
H  1.244  -1.189  1.056  0.44
H  1.421  -1.807  -1.257  0.26
H  -0.333  -1.857  -1.384  0.33
H  -0.308  0.182  -2.562  0.36
H  1.465  0.174  -2.404  0.25
H  0.714  2.194  -1.240  0.42
H  -0.537  1.320  -0.383  0.17

Forces on atoms 1 to 2 (eV/Å):
C -0.345 -1.329 -0.019
C 0.178 2.336 0.339

Summary:
SMILES: CC[C@H]1CCCO1
Energy relative to the best compared isomer or geometry (same formula, charge and spin), kJ/mol: 250.9
Net charge: 0
F_max, eV Å⁻¹: 2.507
HOMO-LUMO gap, eV: 10.57

***

Entry 4:
An isolated molecule of C6H5NO in a non-equilibrium geometry, computed with ωB97M-V with the def2-TZVPD basis set.

Each line ends with the Mulliken charge.
Cartesian coordinates (Å):
C  2.200  0.086  0.213  -1.00
C  0.656  -0.137  0.227  0.40
C  -0.293  -0.383  1.359  -0.41
C  -1.652  -0.173  -0.271  0.62
C  -0.414  0.175  -0.795  -0.45
C  -2.729  0.256  -1.124  -0.03
H  2.421  1.096  0.194  0.33
H  2.730  -0.664  -0.454  0.28
H  2.483  -0.234  1.254  0.29
H  0.025  -0.823  2.282  0.37
H  -0.380  0.346  -1.880  0.33
N  -3.514  1.032  -1.962  -0.40
O  -1.532  -0.576  0.956  -0.31

Forces on atoms 1 to 2 (eV/Å):
C -1.882 -3.945 1.926
C -4.785 1.339 0.823

Summary:
SMILES: Cc1coc(C#N)c1
Energy relative to the best compared isomer or geometry (same formula, charge and spin), kJ/mol: 355.3
Net charge: 0
F_max, eV Å⁻¹: 13.977
HOMO-LUMO gap, eV: 8.94

***

Entry 5:
An isolated molecule of C3H5NO in a non-equilibrium geometry, computed with ωB97M-V with the def2-TZVPD basis set.

Each line ends with the Mulliken charge.
Cartesian coordinates (Å):
O  1.054  0.001  -1.679  -0.52
C  0.487  -0.158  -0.401  -0.43
C  -1.018  0.235  0.054  -0.33
C  -0.784  -0.115  1.461  0.32
N  -0.241  -0.469  2.420  -0.44
H  1.926  0.406  -1.553  0.35
H  0.516  -1.221  -0.146  0.24
H  1.082  0.412  0.312  0.31
H  -1.842  -0.381  -0.338  0.25
H  -1.354  1.282  -0.011  0.26

Forces on atoms 1 to 2 (eV/Å):
O -0.513 0.537 -0.314
C -0.197 -0.055 0.540

Summary:
SMILES: N#CCCO
Energy relative to the best compared isomer or geometry (same formula, charge and spin), kJ/mol: 130.1
Net charge: 0
F_max, eV Å⁻¹: 1.180
HOMO-LUMO gap, eV: 11.49